Molecular formula: C25H64B3ClN3O9P
Method: DFT, wB97M-V/def2-TZVPD

Structure (XYZ):
```
106
Properties=species:S:1:pos:R:3:forces:R:3
H -0.789 -2.383 0.703 -0.1 0.1 0.0
N -0.283 -1.499 0.765 0.8 -0.1 -0.1
C 0.964 -1.723 0.670 -0.8 0.3 0.1
N 1.931 -0.655 0.698 -0.3 -0.2 -0.1
N 1.496 -3.033 0.512 -0.2 -0.4 0.1
C 2.336 -3.201 -0.678 -0.1 -0.2 0.0
C 2.618 -4.680 -0.827 0.4 0.4 -0.4
C 3.556 -5.209 0.271 -0.2 -0.1 0.0
C 2.913 -6.085 1.378 0.1 -0.1 0.1
B 1.388 -6.392 1.295 -0.2 -0.6 0.4
O 0.578 -6.263 2.429 0.3 0.9 -0.3
B -0.533 -5.487 2.156 0.0 -0.5 0.3
O -1.296 -5.841 1.050 0.3 0.9 -0.1
B -0.523 -6.191 -0.028 -0.3 -0.7 -0.1
P -1.286 -5.956 -1.803 -0.5 -0.2 -0.2
O 0.067 -6.354 -2.631 0.3 -0.1 0.2
Cl -1.191 -3.879 -1.897 0.1 0.2 0.2
O 0.721 -6.750 0.125 0.0 0.5 0.0
H 1.571 0.090 0.110 0.0 0.2 0.0
H 1.888 -0.260 1.630 0.2 0.1 0.1
H 2.027 -3.292 1.336 0.1 0.1 0.1
H 3.257 -2.618 -0.626 0.1 0.1 0.0
H 1.770 -2.862 -1.546 -0.1 0.1 0.0
H 3.065 -4.843 -1.808 0.1 0.0 -0.1
H 1.652 -5.165 -0.847 0.2 -0.2 -0.1
H 4.014 -4.353 0.768 0.1 0.1 0.0
H 4.393 -5.732 -0.187 -0.1 -0.2 0.0
H 3.430 -7.047 1.447 0.0 -0.1 -0.1
H 3.080 -5.620 2.350 0.0 0.0 0.1
H -0.734 -4.500 2.785 -0.4 -0.2 0.1
H -0.016 -6.115 -3.554 -0.1 -0.1 -0.4
C 0.350 3.642 2.642 -0.1 0.0 0.0
C 1.371 3.337 1.564 0.1 0.1 0.1
O 0.828 2.644 0.453 0.1 -0.2 -0.1
C -0.211 3.318 -0.236 -0.1 0.0 -0.1
C 0.200 4.662 -0.814 0.1 0.0 0.1
H -0.120 2.725 3.001 0.0 0.0 0.0
H 0.831 4.143 3.482 0.0 0.0 0.0
H -0.441 4.297 2.273 0.0 0.1 0.1
H 2.149 2.683 1.961 0.0 -0.1 0.0
H 1.867 4.257 1.237 0.0 0.0 0.0
H -1.089 3.433 0.409 0.0 0.0 0.0
H -0.497 2.642 -1.042 0.0 0.0 0.0
H 0.480 5.375 -0.036 0.0 0.0 0.0
H -0.630 5.092 -1.376 0.0 0.0 0.0
H 1.052 4.546 -1.485 0.0 0.0 0.0
C -4.230 1.170 0.465 0.1 -0.2 -0.1
C -3.126 0.144 0.272 0.0 0.0 0.1
O -3.418 -1.130 0.825 0.0 0.0 0.0
C -4.564 -1.774 0.303 -0.1 0.0 0.0
C -4.495 -2.050 -1.190 0.1 0.0 0.0
H -4.459 1.291 1.525 0.0 0.0 0.0
H -3.910 2.134 0.067 0.1 -0.5 0.1
H -5.152 0.890 -0.047 0.0 0.0 -0.1
H -2.222 0.472 0.780 0.1 -0.1 0.0
H -2.867 0.052 -0.789 0.0 0.0 0.0
H -5.467 -1.203 0.548 0.0 0.0 0.0
H -4.632 -2.718 0.845 0.0 0.0 0.0
H -4.436 -1.127 -1.770 0.0 0.0 0.0
H -5.387 -2.587 -1.513 0.0 0.0 0.0
H -3.620 -2.658 -1.429 -0.1 0.1 0.0
C -4.322 7.286 2.379 0.0 -0.1 0.0
C -3.333 6.395 1.647 0.0 0.1 -0.1
O -3.333 5.049 2.082 0.2 -0.1 0.0
C -4.552 4.343 1.942 -0.1 -0.1 0.0
C -5.049 4.238 0.510 0.0 0.3 -0.1
H -4.135 7.261 3.454 0.0 0.0 0.0
H -4.221 8.315 2.033 0.0 0.0 0.0
H -5.354 6.980 2.210 0.0 0.0 0.0
H -2.317 6.747 1.832 0.0 0.0 0.0
H -3.494 6.451 0.564 0.0 0.0 0.0
H -5.325 4.775 2.588 0.0 0.0 0.0
H -4.341 3.346 2.328 0.0 0.1 0.0
H -5.288 5.213 0.085 -0.1 0.0 0.1
H -5.953 3.631 0.475 0.0 -0.1 0.0
H -4.292 3.772 -0.123 -0.2 0.3 0.0
C 2.927 -6.784 -4.574 0.1 0.0 0.0
C 2.090 -6.995 -5.823 -0.1 0.0 0.1
O 2.743 -6.655 -7.030 0.0 0.1 -0.1
C 3.928 -7.373 -7.317 0.1 0.0 0.0
C 3.732 -8.875 -7.440 -0.1 0.0 0.0
H 3.266 -5.749 -4.511 0.0 0.0 0.0
H 2.338 -7.011 -3.685 0.0 0.0 0.0
H 3.808 -7.427 -4.559 0.0 0.0 0.0
H 1.213 -6.345 -5.795 0.0 0.0 0.0
H 1.716 -8.025 -5.864 0.0 0.0 0.0
H 4.705 -7.147 -6.578 0.0 0.0 0.0
H 4.274 -6.971 -8.269 0.0 0.0 0.0
H 3.402 -9.325 -6.503 0.0 0.0 0.0
H 4.673 -9.350 -7.720 0.0 0.0 0.0
H 2.987 -9.102 -8.203 0.0 0.0 0.0
C 1.518 9.345 2.847 0.1 0.0 0.0
C 0.931 7.949 2.974 -0.1 0.1 0.0
O 1.814 6.912 2.591 0.0 -0.1 -0.1
C 3.021 6.813 3.323 0.1 0.0 0.0
C 2.829 6.573 4.811 -0.1 0.0 0.0
H 1.855 9.526 1.826 0.0 0.0 0.0
H 0.763 10.089 3.101 0.0 0.0 0.0
H 2.368 9.495 3.514 0.0 0.0 0.0
H 0.077 7.850 2.304 0.0 0.0 0.0
H 0.556 7.781 3.990 0.0 0.0 0.0
H 3.648 7.696 3.154 0.0 0.0 0.0
H 3.546 5.966 2.882 0.0 0.0 0.0
H 2.321 7.406 5.300 0.0 0.0 0.0
H 3.798 6.448 5.295 0.0 0.0 0.0
H 2.237 5.673 4.981 0.0 0.0 0.0
```
Forces are in eV/Å.

The charge is 0. Its LUMO energy is 0.434 eV. For the largest force on an atom, the calculation gives 1.0 eV/A. The orbital gap is 9.33 eV.